[1]
A molecular structure, C2H5N2S. Source: the Open Molecules 2025 dataset; level of theory: the ωB97M-V functional and the def2-TZVPD basis.

The frontier orbital gap is 9.57 eV. The charge is +1.

Geometry (Å):
C 0.188 -1.078 -0.163
C -0.252 1.192 -0.077
N 0.347 -0.831 1.118
N -0.125 -0.054 -0.880
S -0.122 0.702 1.692
H 0.321 -1.989 -0.730
H 0.470 1.804 -0.415
H -1.518 1.633 -0.321
H 0.735 -1.609 1.614
H -0.046 0.230 -1.839

Mulliken population analysis, charges in e, atoms 1 to 6: 0.005, -0.541, -0.143, -0.125, 0.088, 0.399


[2]
A molecular structure, C2H5N2S2. Source: the Open Molecules 2025 dataset; level of theory: the ωB97M-V functional and the def2-TZVPD basis.

The frontier orbital gap (alpha / beta) is 6.14 / 6.15 eV. The charge is +1.

Geometry (Å):
C 1.735 0.490 -0.017
C -0.239 -0.558 -0.644
N 1.237 0.419 1.175
N 1.020 0.011 -1.032
S -0.247 -0.312 1.193
S -2.913 0.261 1.095
H 2.719 0.907 -0.176
H -1.091 -0.044 -1.096
H -0.302 -1.624 -0.876
H 1.328 0.005 -1.993
H -3.248 0.445 2.370

Mulliken population analysis, charges in e, atoms 1 to 6: 0.086, -0.514, -0.372, -0.099, 0.323, -0.103


[3]
A gas-phase ion, C2H5N2Si (charge +1). Source: the Open Molecules 2025 dataset; level of theory: the ωB97M-V functional and the def2-TZVPD basis.

The frontier orbital gap (alpha / beta) is 8.54 / 8.54 eV. Its structure (SMILES) is C1=NC=[NH+][SiH2]1. The charge is +1.

Geometry (Å):
C -0.434 1.290 0.099
C -1.185 -0.803 -0.083
N -1.430 0.476 -0.056
N 0.254 -1.067 0.131
Si 1.276 0.378 -0.121
H -0.767 2.326 0.394
H -1.900 -1.662 -0.380
H 0.464 -2.044 0.102
H 2.240 0.484 -1.380
H 1.481 0.623 1.293

Mulliken population analysis, charges in e, atoms 1 to 6: -0.065, 0.184, -0.348, -0.208, 0.281, 0.425


[4]
C2H5N3 in the gas phase. Source: the Open Molecules 2025 dataset; level of theory: the ωB97M-V functional and the def2-TZVPD basis.

The frontier orbital gap is 10.53 eV. Its structure (SMILES) is [H]/N=C\N/C=N/[H].

Geometry (Å):
C -1.167 -0.096 0.808
C 0.970 0.143 -0.671
H -1.704 1.480 -0.135
H -1.446 -0.959 1.403
H 0.733 -1.004 0.932
H 0.528 0.826 -1.379
H 2.441 -0.431 -1.806
N -2.058 0.743 0.454
N 0.268 -0.167 0.509
N 1.880 -0.603 -0.940

Mulliken population analysis, charges in e, atoms 1 to 6: 0.080, -0.003, 0.224, 0.304, 0.297, 0.285


[5]
C2H5N3 in the gas phase. Source: the Open Molecules 2025 dataset; level of theory: the ωB97M-V functional and the def2-TZVPD basis.

The frontier orbital gap is 9.73 eV. Its structure (SMILES) is N[C@H]1CN=N1.

Geometry (Å):
N -1.167 -0.774 -0.184
C -0.413 0.427 0.010
C 1.175 -0.034 0.480
N 0.330 0.965 -1.089
N 1.478 0.509 -0.796
H -2.104 -0.740 0.203
H -1.230 -1.093 -1.145
H -0.959 1.188 0.573
H 1.420 0.624 1.313
H 1.470 -1.073 0.635

Mulliken population analysis, charges in e, atoms 1 to 6: -0.550, 0.162, -0.418, -0.261, -0.225, 0.231


[6]
C2H5N3O in the gas phase. Source: the Open Molecules 2025 dataset; level of theory: the ωB97M-V functional and the def2-TZVPD basis.

The frontier orbital gap is 10.56 eV. Its structure (SMILES) is [H]/N=C/N(N)C=O.

Geometry (Å):
C 0.378 -0.981 -0.060
C -1.642 0.258 -0.213
H 1.244 1.503 -0.568
H 0.655 1.453 1.192
H -0.205 -1.980 0.012
H 2.315 -1.535 -0.142
H -2.234 1.159 0.045
N 0.390 1.414 0.042
N -0.281 0.305 -0.385
N 1.612 -0.794 -0.013
O -2.232 -0.801 0.090

Mulliken population analysis, charges in e, atoms 1 to 6: -0.036, 0.121, 0.288, 0.278, 0.320, 0.240


Computed values of largest force on an atom (unit: eV/A) for the preceding records, in sequence: 6.8, 2.1, 5.9, 6.0, 4.0, 4.5.
Computed values of ΔE to the lowest compared entry with this formula, charge and spin (unit: kJ/mol) for the preceding records, in sequence: 115.42, 279.23, 144.85, 64.79, 253.56, 334.30.
Computed values of DFT total energy (unit: Ha) for the preceding records, in sequence: -586.5832, -984.7284, -477.8663, -243.4373, -243.3654, -318.6232.